# 1
C29H35MnN7O3S | ωB97M-V/def2-TZVPD

The geometry in ORCA input format:
```
! wB97M-V def2-TZVPD RIJCOSX def2/J DEFGRID3
* xyz 2 4
Mn -0.052 -0.020 -0.124
C -3.005 1.204 0.266
N -1.562 1.480 0.081
C -1.476 2.390 -1.081
C -1.135 2.074 1.355
C -1.409 3.372 1.731
C -1.084 3.805 3.012
C -0.556 2.911 3.928
C -0.288 1.600 3.579
C -0.534 1.165 2.271
N -0.239 -0.036 1.689
C 0.076 -1.277 2.185
C 0.684 -1.614 3.398
C 0.911 -2.944 3.715
C 0.551 -3.954 2.841
C -0.034 -3.640 1.620
C -0.254 -2.323 1.280
N -0.958 -1.908 0.071
C -2.396 -1.985 0.400
C -0.741 -2.815 -1.070
H -3.553 2.149 0.339
H -3.173 0.649 1.185
H -3.393 0.640 -0.580
H -1.936 3.357 -0.865
H -2.028 1.938 -1.906
H -0.445 2.550 -1.395
H -1.869 4.072 1.052
H -1.253 4.834 3.286
H -0.336 3.246 4.928
H 0.113 0.928 4.318
H 1.012 -0.849 4.080
H 1.367 -3.190 4.661
H 0.719 -4.988 3.098
H -0.317 -4.440 0.956
H -2.674 -3.017 0.636
H -2.985 -1.658 -0.454
H -2.617 -1.370 1.270
H -1.173 -3.800 -0.877
H 0.325 -2.920 -1.273
H -1.252 -2.404 -1.939
N 5.472 -3.761 4.335
C 4.952 -3.354 3.163
C 5.405 -2.166 2.552
C 4.836 -1.722 1.383
C 3.800 -2.441 0.805
C 3.360 -3.632 1.364
C 3.934 -4.096 2.526
S 2.993 -1.796 -0.640
O 3.860 -1.009 -1.456
O 2.235 -2.837 -1.279
N 1.807 -0.740 -0.049
C 2.258 0.480 0.230
N 3.500 0.721 0.641
C 3.849 1.970 0.855
C 2.967 3.033 0.673
C 1.678 2.703 0.309
N 1.313 1.443 0.079
H 6.204 -3.232 4.782
H 5.209 -4.642 4.746
H 6.213 -1.618 3.011
H 5.168 -0.821 0.897
H 2.588 -4.193 0.863
H 3.615 -5.030 2.963
H 4.861 2.112 1.207
H 3.255 4.060 0.818
H 0.924 3.470 0.196
C 1.311 -0.530 -3.935
C 0.019 -0.233 -3.274
C -1.200 -0.203 -4.139
O -0.082 -0.037 -2.060
H 1.247 -0.406 -5.011
H 1.575 -1.568 -3.719
H 2.126 0.067 -3.526
H -1.230 -1.096 -4.763
H -1.153 0.650 -4.820
H -2.111 -0.140 -3.544
*
```

## Properties
Energy = -89355.196 eV
Relative energy (zero: lowest compared OMol25 entry of this formula, charge and spin) = 104.4 kJ/mol
Orbital gap (spin up / spin down) = 0.233 / 0.151 Eh
HOMO level (spin up / spin down) = -12.54 / -12.54 eV


# 2
C6H15N2 | ωB97M-V/def2-TZVPD

The geometry in ORCA input format:
```
! wB97M-V def2-TZVPD RIJCOSX def2/J DEFGRID3
* xyz 1 1
C -0.829 2.225 2.409
C 0.027 1.182 2.128
C 0.588 0.944 0.823
C -0.278 0.740 -0.454
N 0.721 0.777 -1.582
C -0.808 -0.762 -0.625
N 0.150 -1.722 -0.508
C 0.194 -2.914 -1.430
H -1.067 2.593 3.395
H -1.353 2.954 1.783
H 0.268 0.451 2.885
H 1.432 1.612 0.721
H 1.342 -0.097 0.979
H -1.127 1.395 -0.423
H 1.273 1.700 -1.507
H 1.464 -0.082 -1.417
H 0.421 0.810 -2.629
H -1.684 -0.864 -0.015
H -1.453 -0.728 -1.635
H 0.461 -2.044 0.528
H 0.973 -2.685 -2.226
H 0.357 -3.938 -0.904
H -0.763 -2.946 -2.010
*
```

## Properties
Energy = -9435.481 eV
Relative energy (zero: lowest compared OMol25 entry of this formula, charge and spin) = 433.3 kJ/mol
SMILES = C=CC[C@@H]([NH3+])CNC
Orbital gap = 0.346 Eh
HOMO level = -12.89 eV


# 3
C7H32O12 | ωB97M-V/def2-TZVPD

The geometry in ORCA input format:
```
! wB97M-V def2-TZVPD RIJCOSX def2/J DEFGRID3
* xyz 0 1
C -1.236 -3.374 1.026
C -1.866 -2.105 0.600
C -3.042 -2.170 -0.139
C -3.677 -0.980 -0.395
C -3.423 0.165 0.355
C -2.089 0.313 0.761
C -1.349 -0.852 0.956
H -0.723 -3.375 1.999
H -1.834 -4.289 0.813
H -0.308 -3.605 0.428
H -3.448 -3.162 -0.415
H -4.527 -0.912 -1.128
H -4.180 0.933 0.286
H -1.818 1.285 1.118
H -0.406 -0.919 1.450
H 2.085 2.208 1.747
H 3.232 1.685 2.595
O 2.492 1.377 2.060
H 3.930 1.503 -2.097
H 2.517 2.163 -2.082
O 3.460 2.342 -1.929
H 2.213 -2.416 -0.903
H 2.620 -1.402 0.126
O 2.660 -1.567 -0.841
H 4.584 -1.270 -2.667
H 4.389 -1.256 -1.068
O 4.820 -0.819 -1.857
H -0.883 1.959 -0.413
H 0.594 1.553 -0.230
O -0.051 1.842 -0.882
H -1.395 -0.633 -1.682
H -0.147 -0.293 -2.280
O -0.977 -0.714 -2.561
H 1.573 -1.921 2.267
H 2.147 -0.520 2.365
O 1.906 -1.197 1.725
H 2.218 3.603 -0.019
H 0.619 3.605 -0.297
O 1.324 3.643 0.350
H 0.039 -1.533 3.857
H -0.249 -3.112 4.376
O 0.100 -2.487 3.746
H -2.951 0.623 -4.163
H -1.485 0.193 -3.971
O -2.059 0.841 -4.440
H 0.676 0.981 3.189
H -0.369 0.988 4.243
O 0.482 0.574 4.041
H -1.535 3.541 -2.239
H -2.209 2.249 -2.697
O -2.330 3.013 -2.118
*
```

## Properties
Energy = -32348.011 eV
Relative energy (zero: lowest compared OMol25 entry of this formula, charge and spin) = 0.0 kJ/mol
Orbital gap = 0.336 Eh
HOMO level = -9.17 eV


# 4
C23H26N6O3S2 | ωB97M-V/def2-TZVPD

The geometry in ORCA input format:
```
! wB97M-V def2-TZVPD RIJCOSX def2/J DEFGRID3
* xyz 0 1
C 0.987 4.160 -1.985
C 0.015 3.421 -3.045
H 0.636 3.003 -3.851
H -0.681 4.217 -3.409
O -0.662 2.419 -2.715
C -0.083 1.366 -2.487
O 0.966 1.252 -2.868
C -0.793 0.228 -1.883
C -0.585 -1.086 -1.707
N -1.695 -1.726 -0.993
C -2.442 -0.907 -0.384
N -3.410 -1.242 0.297
C -3.565 -2.158 1.204
O -4.272 -1.957 2.409
C -2.843 -3.573 1.112
H -3.298 -3.971 2.115
C -3.588 -4.102 -0.171
C -3.243 -5.560 -0.119
H -3.651 -6.293 0.758
H -2.145 -5.777 0.055
H -3.481 -6.075 -1.122
H -2.928 -3.514 -0.777
H -4.483 -3.954 -0.018
S -1.112 -3.535 1.363
C -0.421 -2.191 1.506
N -1.668 -1.338 2.028
N -1.607 0.076 1.987
C -0.246 0.447 1.897
C 0.696 -0.182 1.381
N 0.497 -1.599 1.246
N 1.917 0.347 1.124
C 1.603 1.719 1.196
C 2.305 2.859 1.213
C 1.698 4.156 1.346
C 0.402 4.278 1.826
C -0.302 3.038 2.208
C 0.272 1.759 1.640
H -1.539 3.311 2.533
H 0.046 5.218 2.135
H 2.433 5.109 1.503
H 3.156 2.872 0.896
C 3.061 0.026 0.815
C 3.559 0.480 -0.739
H 2.649 0.545 -1.511
H 4.132 1.385 -0.611
H 4.171 -0.405 -1.175
C 4.010 -0.070 1.667
H 3.616 -0.552 2.569
H 4.481 0.883 1.913
H 5.135 -0.457 1.462
H 2.871 -1.309 0.512
H -4.170 -0.537 0.534
S -2.399 0.547 -1.050
C 0.324 -1.847 -2.138
H -0.069 -2.715 -2.709
H 0.899 -2.239 -1.073
H 1.160 -1.249 -2.821
H 1.576 5.109 -2.458
H 1.845 3.387 -1.666
H 0.262 4.506 -0.962
*
```

## Properties
Energy = -61003.081 eV
Relative energy (zero: lowest compared OMol25 entry of this formula, charge and spin) = 2414.4 kJ/mol
Orbital gap = 0.277 Eh
HOMO level = -8.34 eV


# 5
C4H7ClOS | ωB97M-V/def2-TZVPD

The geometry in ORCA input format:
```
! wB97M-V def2-TZVPD RIJCOSX def2/J DEFGRID3
* xyz 0 1
C -0.242 0.688 2.305
C -0.296 -0.927 -0.650
C -0.120 0.284 -1.530
C 0.977 -0.542 -0.964
O 1.193 2.673 1.431
S 1.370 1.304 1.065
Cl 2.783 0.704 2.515
H -0.475 1.606 2.864
H 0.081 -0.095 3.026
H -1.319 0.284 1.799
H -1.150 -1.566 -0.102
H -0.329 0.112 -2.629
H -0.311 1.411 -1.116
H 1.994 -0.852 -1.159
*
```

## Properties
Energy = -29660.960 eV
Relative energy (zero: lowest compared OMol25 entry of this formula, charge and spin) = 540.1 kJ/mol
Orbital gap = 0.349 Eh
HOMO level = -9.37 eV


# 6
C19H42NO13S | ωB97M-V/def2-TZVPD

The geometry in ORCA input format:
```
! wB97M-V def2-TZVPD RIJCOSX def2/J DEFGRID3
* xyz -1 1
N -0.221 0.124 -0.026
H -0.608 -0.824 0.268
H 0.356 0.497 0.597
H -0.943 0.829 -0.185
H 0.208 -0.217 -0.660
S -1.130 -2.037 -2.570
O -0.443 -2.520 -3.671
O -0.362 -2.378 -1.336
O -1.215 -0.565 -2.460
O -2.454 -2.577 -2.485
O 0.441 3.195 -0.015
C -0.230 3.815 -0.753
O -0.341 3.661 -2.132
C 0.305 2.672 -2.760
C 0.088 2.584 -4.266
C -1.182 4.931 -0.286
H 0.062 1.782 -2.291
H 1.439 2.605 -2.815
H 0.243 3.554 -4.726
H -1.006 2.485 -4.482
H 0.606 1.919 -4.730
H -0.915 5.877 -0.820
H -0.994 5.190 0.765
H -2.130 4.742 -0.482
O 2.749 0.513 -1.631
C 3.137 -0.331 -2.358
O 4.174 -0.036 -3.371
C 4.560 1.274 -3.567
C 5.433 1.328 -4.753
C 2.770 -1.750 -2.309
H 4.960 1.850 -2.667
H 3.632 1.861 -3.677
H 5.700 2.291 -4.998
H 4.925 1.100 -5.579
H 6.305 0.770 -4.450
H 2.171 -2.102 -1.562
H 3.624 -2.465 -2.382
H 2.235 -2.022 -3.205
O -5.104 1.220 -0.012
C -4.083 0.694 0.116
O -3.123 1.030 1.009
C -3.096 2.270 1.534
C -1.938 2.356 2.608
C -3.773 -0.663 -0.460
H -4.025 2.535 1.921
H -2.795 2.780 0.633
H -2.339 2.045 3.636
H -1.583 3.273 2.675
H -1.158 1.825 2.488
H -4.065 -1.478 0.086
H -2.737 -0.587 -0.271
H -3.961 -0.539 -1.455
O 1.894 -0.658 2.204
C 1.980 -1.573 3.047
O 1.918 -2.872 2.708
C 1.804 -3.203 1.367
C 1.522 -4.725 1.502
C 2.092 -1.350 4.525
H 2.604 -3.025 0.718
H 1.025 -2.709 0.883
H 0.579 -4.912 1.605
H 2.158 -5.050 2.270
H 1.902 -5.270 0.407
H 2.288 -0.384 4.703
H 2.750 -1.802 5.061
H 1.117 -1.466 4.975
C -2.070 -2.990 3.971
C -2.273 -1.488 3.669
O -1.230 -0.847 3.129
C -3.695 -1.062 3.840
H -2.879 -3.600 3.540
H -2.103 -3.269 5.110
H -1.241 -3.535 3.776
H -4.141 -0.999 4.662
H -4.338 -1.700 3.157
H -3.827 0.074 3.525
*
```

## Properties
Energy = -59319.870 eV
Relative energy (zero: lowest compared OMol25 entry of this formula, charge and spin) = 16.6 kJ/mol
Orbital gap = 0.209 Eh
HOMO level = -3.53 eV